1.
Here is C5H9N in the gas phase from the OMol25 dataset. Energies are from ωB97M-V/def2-TZVPD.

Gap between HOMO and LUMO ... 0.4290 Ha
Structure (SMILES) ... CC(C)(C)C#N

Each line ends with the Löwdin charge.
Positions of all 15 atoms, in Å:
C1 -0.481 0.934 1.078  -0.064
C2 -0.119 -0.175 0.106  -0.632
C3 -0.998 -0.277 -1.119  -0.068
C4 1.355 0.043 -0.362  -0.066
C5 -0.264 -1.466 0.873  -0.149
N1 0.621 -2.128 1.222  0.186
H1 -1.504 0.792 1.428  0.086
H2 0.190 0.917 1.947  0.094
H3 -0.381 1.903 0.585  0.088
H4 -2.032 -0.401 -0.801  0.087
H5 -0.702 -1.156 -1.705  0.094
H6 -0.882 0.614 -1.738  0.088
H7 2.082 0.168 0.452  0.086
H8 1.379 0.975 -0.941  0.083
H9 1.736 -0.743 -1.025  0.086

---

2.
Here is C3H5NO3 in the gas phase from the OMol25 dataset. Energies are from ωB97M-V/def2-TZVPD.

Gap between HOMO and LUMO ... 0.4119 Ha
Structure (SMILES) ... N[C@@H]1OCC(=O)O1

Each line ends with the Löwdin charge.
Positions of all 12 atoms, in Å:
N1 0.023 -1.469 -0.090  0.122
C1 0.375 -0.349 -0.913  -0.434
O1 1.238 0.481 -0.187  -0.041
C2 0.380 1.093 0.767  -0.071
C3 -1.023 0.726 0.287  -0.452
O2 -2.077 0.783 0.839  0.155
O3 -0.848 0.352 -1.035  0.069
H1 -0.757 -1.997 -0.461  0.109
H2 0.794 -2.038 0.221  0.100
H3 0.812 -0.534 -1.899  0.166
H4 0.471 2.179 0.686  0.139
H5 0.611 0.774 1.787  0.138

---

3.
Here is a molecular structure, C44H69N6O2P2SV from the OMol25 dataset. Energies are from ωB97M-V/def2-TZVPD.

Multiplicity ... 3
Gap between HOMO and LUMO (alpha / beta) ... 0.2894 / 0.3115 Ha
Charge ... +2
<S²> ... 2.02

Each line ends with the Löwdin charge.
Positions of all 125 atoms, in Å:
V1 0.241 0.110 -0.511  0.739
O1 1.834 -3.550 -1.295  -0.050
H1 2.281 -4.400 -1.376  0.067
H2 2.100 -3.217 -0.431  0.006
O2 -1.681 0.755 1.383  -0.083
H3 -1.488 0.857 2.322  0.051
H4 -2.581 1.090 1.290  0.062
N1 -1.049 1.776 -1.159  0.017
H5 -2.041 1.586 -1.067  0.020
H6 -0.895 2.080 -2.118  0.078
H7 -0.874 2.582 -0.551  -0.058
S1 -0.077 4.275 0.983  0.611
C1 -0.220 5.066 2.490  -0.831
N2 -1.155 5.996 2.685  0.016
C2 -1.336 6.738 3.928  -0.155
C3 -0.003 6.827 4.654  -0.155
C4 0.580 5.432 4.801  -0.158
N3 0.618 4.789 3.492  0.020
H8 -1.752 6.178 1.895  0.124
H9 -2.083 6.243 4.554  0.126
H10 -1.714 7.727 3.675  0.129
H11 -0.143 7.279 5.635  0.125
H12 0.684 7.458 4.087  0.127
H13 -0.021 4.837 5.494  0.125
H14 1.598 5.465 5.186  0.127
H15 1.309 4.083 3.296  0.103
C5 -6.124 -1.033 -1.131  -0.186
C6 -5.511 -0.958 0.261  -0.181
C7 -4.086 -1.540 0.267  -0.192
C8 -3.399 -1.366 -1.103  -0.407
C9 -3.863 -0.040 -1.713  -0.215
C10 -5.347 -0.133 -2.102  -0.172
P1 -1.573 -1.631 -1.070  1.083
C11 -1.111 -2.168 -2.776  -0.409
C12 -0.779 -0.957 -3.667  -0.231
C13 -0.556 -1.422 -5.102  -0.183
C14 -1.876 -1.929 -5.708  -0.175
C15 -2.835 -2.443 -4.628  -0.185
C16 -2.076 -3.138 -3.503  -0.182
C17 -1.227 -3.101 -0.023  -0.427
C18 -1.993 -4.391 -0.368  -0.177
C19 -1.856 -5.431 0.758  -0.174
C20 -0.527 -5.268 1.487  -0.189
C21 -0.485 -3.922 2.223  -0.174
C22 -1.282 -2.838 1.485  -0.207
H16 -7.174 -0.743 -1.112  0.117
H17 -6.103 -2.071 -1.476  0.118
H18 -6.124 -1.495 0.985  0.117
H19 -5.497 0.086 0.591  0.113
H20 -4.127 -2.601 0.518  0.105
H21 -3.491 -1.066 1.051  0.088
H22 -3.762 -2.161 -1.765  0.103
H23 -3.270 0.258 -2.580  0.089
H24 -3.751 0.747 -0.956  0.095
H25 -5.433 -0.514 -3.121  0.110
H26 -5.776 0.870 -2.108  0.117
H27 -0.165 -2.694 -2.596  0.095
H28 0.106 -0.441 -3.284  0.065
H29 -1.592 -0.224 -3.658  0.096
H30 0.192 -2.220 -5.095  0.116
H31 -0.144 -0.615 -5.711  0.113
H32 -1.668 -2.727 -6.422  0.115
H33 -2.355 -1.127 -6.272  0.114
H34 -3.559 -3.129 -5.068  0.121
H35 -3.420 -1.615 -4.215  0.095
H36 -1.492 -3.961 -3.924  0.127
H37 -2.773 -3.606 -2.809  0.084
H38 -0.174 -3.271 -0.276  0.074
H39 -1.593 -4.808 -1.295  0.111
H40 -3.051 -4.187 -0.550  0.100
H41 -1.945 -6.433 0.338  0.116
H42 -2.676 -5.325 1.474  0.119
H43 0.285 -5.330 0.755  0.105
H44 -0.369 -6.086 2.191  0.115
H45 0.548 -3.591 2.351  0.078
H46 -0.891 -4.042 3.230  0.118
H47 -0.884 -1.852 1.726  0.058
H48 -2.319 -2.851 1.823  0.104
N4 1.254 -0.521 0.758  -0.315
P2 2.442 -0.670 1.816  0.869
C23 3.691 -1.832 1.248  -0.296
C24 4.777 -1.371 0.504  -0.071
C25 5.701 -2.267 -0.009  -0.056
C26 5.551 -3.628 0.218  -0.049
C27 4.473 -4.097 0.956  -0.059
C28 3.544 -3.203 1.467  -0.111
C29 1.843 -1.249 3.412  -0.293
C30 2.611 -2.019 4.283  -0.079
C31 2.125 -2.341 5.541  -0.050
C32 0.878 -1.889 5.942  -0.052
C33 0.115 -1.103 5.088  -0.057
C34 0.601 -0.783 3.834  -0.091
C35 3.290 0.882 2.127  -0.292
C36 2.826 2.061 1.566  -0.102
C37 3.485 3.260 1.810  -0.086
C38 4.607 3.274 2.625  -0.056
C39 5.066 2.095 3.206  -0.055
C40 4.411 0.903 2.960  -0.071
H49 4.909 -0.309 0.337  0.112
H50 6.550 -1.904 -0.572  0.115
H51 6.282 -4.323 -0.172  0.117
H52 4.363 -5.156 1.144  0.119
H53 2.709 -3.580 2.044  0.097
H54 3.591 -2.374 3.989  0.107
H55 2.723 -2.946 6.209  0.116
H56 0.501 -2.144 6.923  0.116
H57 -0.855 -0.746 5.406  0.112
H58 0.018 -0.173 3.158  0.072
H59 1.932 2.069 0.954  0.041
H60 3.112 4.170 1.359  0.098
H61 5.130 4.202 2.810  0.114
H62 5.936 2.111 3.847  0.115
H63 4.778 -0.009 3.416  0.115
C41 2.792 -0.883 -2.886  0.014
C42 2.607 0.547 -2.547  -0.359
N5 1.673 1.067 -1.762  -0.018
C43 1.874 2.443 -1.770  -0.132
C44 2.928 2.737 -2.563  -0.038
N6 3.377 1.529 -3.044  0.133
H64 2.154 -1.520 -2.280  0.044
H65 3.823 -1.193 -2.710  0.093
H66 2.556 -1.059 -3.938  0.098
H67 1.275 3.122 -1.187  0.056
H68 3.394 3.671 -2.817  0.128
H69 4.146 1.389 -3.678  0.176

---

4.
Here is a molecular structure, C4H4Cl2GaLaN2O4 from the OMol25 dataset. Energies are from ωB97M-V/def2-TZVPD.

Gap between HOMO and LUMO ... 0.2274 Ha
Charge ... +4

Each line ends with the Löwdin charge.
Positions of all 18 atoms, in Å:
La1 2.343 2.040 -2.319  1.859
Ga1 -0.208 0.144 -0.068  0.334
Cl1 1.845 1.257 0.344  0.242
Cl2 0.264 0.157 -2.447  0.181
C1 -2.106 0.165 -0.375  0.109
C2 2.550 4.128 -1.181  -0.124
C3 0.971 3.781 -3.117  -0.104
O1 -3.141 0.028 -0.901  0.348
O2 2.529 5.070 -0.497  0.284
O3 0.190 4.587 -3.432  0.291
N1 -0.018 -2.661 2.733  0.276
C4 -0.419 -2.359 1.488  -0.517
N2 -1.517 -2.953 0.993  0.247
O4 0.326 -1.583 0.758  -0.056
H1 -0.612 -3.209 3.346  0.167
H2 0.740 -2.125 3.138  0.159
H3 -1.739 -2.794 0.015  0.137
H4 -1.998 -3.677 1.522  0.169

---

Energy relative to the best compared isomer or geometry (same formula, charge and spin) values, unit kJ/mol, following the record order: 111.8; 135.6; 7.0; 0.0.
Electronic energy values, unit Ha, following the record order: -250.62437; -397.78505; -4221.64799; -3440.40537.
F_max values, unit eV/Å, following the record order: 2.91; 0.67; 0.55; 10.68.